Molecular formula: C25H41AuBrN2O2Si4
Method: DFT, ωB97M-V/def2-TZVPD

XYZ file:
```
76
Properties=species:S:1:pos:R:3:forces:R:3
Au -0.7213 0.1351 -0.4176 -0.12 -0.58 -0.46
O -5.0474 -2.6197 -1.8848 -0.02 0.00 0.01
C -4.1969 -3.3763 -1.1118 0.01 -0.02 -0.04
C -4.6225 -4.5214 -0.4620 0.00 -0.01 0.01
C -3.7162 -5.2672 0.2786 0.00 0.00 0.00
C -2.3922 -4.8691 0.3628 0.01 0.01 -0.01
C -1.9805 -3.7166 -0.2934 -0.04 0.04 0.09
C -2.8741 -2.9488 -1.0194 0.04 -0.05 -0.04
C -2.4235 -1.7121 -1.7706 0.07 0.06 0.05
O -1.0656 -1.4174 -1.6025 -0.18 -0.09 0.09
N -3.3386 -0.5842 -1.3897 0.15 0.09 -0.26
N -2.7934 0.5560 -1.0277 -0.05 0.06 0.22
C -3.3520 1.6875 -0.8379 -0.04 -0.09 -0.03
C -2.5627 2.8038 -0.3174 -0.08 0.13 -0.01
Br -0.9287 2.3402 0.6339 0.16 0.30 0.23
C -2.8718 4.0911 -0.4440 -0.06 -0.04 0.01
C -2.1695 5.2786 0.0613 0.02 0.01 0.00
C -1.9710 6.3530 -0.8065 0.01 -0.01 0.00
C -1.2996 7.4841 -0.3756 0.00 0.00 0.01
C -0.8447 7.5659 0.9340 0.00 0.00 0.00
C -1.0699 6.5168 1.8128 0.00 0.00 0.00
C -1.7296 5.3767 1.3805 -0.01 0.00 0.01
H -5.9039 -3.0563 -1.9451 0.00 0.00 -0.01
H -5.6584 -4.8321 -0.5384 0.00 -0.01 0.00
H -4.0508 -6.1636 0.7832 0.00 0.00 0.00
H -1.6802 -5.4540 0.9292 0.00 0.00 0.00
H -0.9510 -3.3943 -0.2539 0.07 0.00 0.01
H -2.5461 -1.8836 -2.8476 -0.12 0.04 0.01
H -4.2815 -0.6078 -1.7593 0.02 -0.02 0.01
H -4.4047 1.8711 -1.0411 0.02 0.00 -0.04
H -3.7642 4.2775 -1.0378 0.00 0.00 0.01
H -2.3344 6.2940 -1.8252 0.00 0.00 0.00
H -1.1389 8.3069 -1.0588 0.00 0.00 0.00
H -0.3303 8.4547 1.2734 0.00 0.00 0.00
H -0.7441 6.5900 2.8416 0.00 0.00 0.00
H -1.9394 4.5823 2.0859 -0.01 0.00 -0.01
C 4.5015 0.7555 0.0471 -0.02 0.06 -0.01
Si 2.6907 1.2735 0.0667 0.35 -0.10 0.07
C 2.4168 2.2486 1.6554 0.00 -0.04 -0.01
C 2.3677 2.3139 -1.4590 -0.02 -0.02 0.03
Si 1.4753 -0.7528 0.0760 0.08 0.23 0.08
Si 1.2962 -1.5829 2.2791 0.02 0.04 -0.02
C 3.0704 -1.6508 2.8900 -0.01 -0.01 0.04
C 0.5196 -3.2821 2.3360 0.02 -0.01 -0.01
C 0.2998 -0.3823 3.3246 -0.03 -0.01 0.00
Si 2.3601 -2.2038 -1.5787 -0.15 0.08 -0.01
C 1.2638 -3.6470 -2.0191 0.00 -0.06 0.06
C 3.9413 -2.8551 -0.8090 0.02 0.02 -0.01
C 2.7148 -1.1790 -3.1064 -0.01 -0.02 -0.02
H 5.1492 1.6269 0.1784 -0.04 0.01 0.00
H 4.7749 0.2865 -0.8997 -0.01 -0.01 0.00
H 4.7290 0.0531 0.8517 0.00 0.00 0.00
H 2.7830 3.2725 1.5469 0.02 -0.01 -0.02
H 2.9899 1.7754 2.4563 0.00 0.02 0.02
H 1.3844 2.3032 1.9982 -0.01 0.01 0.02
H 2.9696 3.2243 -1.3939 0.00 0.00 -0.03
H 1.3276 2.6126 -1.5901 -0.04 0.00 0.03
H 2.6765 1.7704 -2.3537 -0.02 0.02 -0.01
H 3.7329 -2.1633 2.1904 -0.01 -0.01 -0.01
H 3.1200 -2.1872 3.8410 -0.01 0.02 0.01
H 3.4649 -0.6460 3.0550 0.02 -0.01 -0.01
H 1.0162 -3.9806 1.6589 -0.01 0.00 0.00
H -0.5391 -3.2479 2.0774 -0.02 0.00 -0.01
H 0.6021 -3.6829 3.3497 0.00 0.00 0.00
H 0.8937 0.4973 3.5777 -0.01 0.02 0.00
H -0.0127 -0.8550 4.2587 0.04 -0.01 0.01
H -0.6069 -0.0457 2.8163 -0.01 -0.03 0.01
H 1.0907 -4.2981 -1.1595 -0.02 0.00 0.00
H 1.7633 -4.2461 -2.7853 0.00 0.01 -0.01
H 0.2996 -3.3177 -2.4017 0.01 -0.01 -0.02
H 3.7395 -3.4091 0.1099 -0.01 -0.02 -0.01
H 4.6606 -2.0673 -0.5820 -0.01 -0.02 0.00
H 4.4129 -3.5480 -1.5113 0.02 0.01 0.00
H 1.8316 -0.6171 -3.4170 -0.01 -0.01 0.00
H 2.9960 -1.8344 -3.9345 0.02 0.00 0.00
H 3.5320 -0.4729 -2.9499 0.00 0.01 0.02
```
Positions in Å, forces in eV/Å.

Computed properties:
- ΔE to the lowest compared entry with this formula, charge and spin (kcal per mole) = 1.92
- 2S+1 = 1
- total charge = +1
- HOMO level (Ha) = -0.407
- Kohn-Sham gap (eV) = 7.101